--- w ---
Formula: C3H11NOS2
Source: the OMol25 dataset
Level of theory: the ωB97M-V functional and the def2-TZVPD basis

Atoms and positions in Å:
S (0.4100, -0.0065, 1.9730)
S (1.8321, 0.9632, 0.7871)
C (1.4630, -0.0404, -0.7178)
C (0.0527, -0.1774, -1.1626)
N (-0.5248, 1.0542, -1.7128)
C (-1.5488, 0.9975, -2.7327)
H (0.9972, 0.3923, 3.1078)
H (2.0310, 0.4699, -1.4905)
H (1.9061, -1.0318, -0.5499)
H (-0.6630, -0.6154, -0.4425)
H (-0.0110, -0.8805, -2.0007)
H (-0.5388, 1.7975, -1.0363)
H (-2.5855, 1.1644, -2.4186)
H (-1.4237, 0.0839, -3.3160)
H (-1.3288, 1.8503, -3.3946)
H (-2.8035, -3.3928, 0.1573)
H (-3.3988, -3.8566, 1.5257)
O (-3.3528, -3.1334, 0.8998)

The calculation puts the highest occupied orbital energy at -8.18 eV. The SMILES is CNCCSS.O. The HOMO-LUMO gap is 8.6 eV.

Okay, here come the Mulliken numbers, in e, for every atom: S -0.18; S -0.09; C -0.79; C -0.40; N -0.25; C -0.82; H 0.15; H 0.33; H 0.39; H 0.31; H 0.33; H 0.21; H 0.26; H 0.28; H 0.28; H 0.32; H 0.32; O -0.63

=====

--- x ---
Formula: C3H11NOS2
Source: the OMol25 dataset
Level of theory: the ωB97M-V functional and the def2-TZVPD basis

Atoms and positions in Å:
N (1.8737, -0.9242, 1.1115)
C (0.7441, -0.0035, 0.9014)
C (0.6285, 1.1898, 1.8600)
C (-0.5157, -0.8254, 0.6049)
S (-1.9421, 0.1871, 0.1496)
S (-1.4749, 0.8796, -1.6759)
H (2.7537, -0.3901, 1.1259)
H (1.9741, -0.9592, 2.1428)
H (0.9433, 0.3428, -0.1283)
H (0.4018, 0.7452, 2.8292)
H (1.6007, 1.6578, 1.6740)
H (-0.0852, 1.9618, 1.5902)
H (-0.2533, -1.5384, -0.1815)
H (-0.8382, -1.4847, 1.4160)
H (-0.4888, 1.6814, -1.2383)
H (2.0384, -1.4584, -1.2506)
H (3.3962, -1.3152, -0.6289)
O (2.9399, -1.5282, -1.4328)

The calculation puts the highest occupied orbital energy at -9.03 eV. The SMILES is C[C@@H](N)CSS.O. The HOMO-LUMO gap is 9.6 eV.

Okay, here come the Mulliken numbers, in e, for every atom: N -0.74; C 0.41; C -1.41; C -0.77; S -0.07; S -0.16; H 0.29; H 0.26; H 0.19; H 0.37; H 0.38; H 0.37; H 0.31; H 0.41; H 0.15; H 0.32; H 0.33; O -0.64

=====

What are the relative energies? In kJ/mol: w 14.9; x 0.0.